A molecular structure, C38H52F4HfN3O7, computed with wB97M-V/def2-TZVPD.

Net charge: +3
Frontier orbital gap: 4.787 eV
LUMO level: -8.878 eV

XYZ file:
```
105
Properties=species:S:1:pos:R:3:forces:R:3:mulliken_charge:R:1
Hf 2.6926 -1.3321 0.9865 -3.35 5.80 -3.94 2.229
C -3.5958 7.1605 -5.4914 -0.92 0.84 -0.89 -1.206
O 1.3899 0.0068 -0.3617 4.08 -4.23 3.59 -1.116
H -2.9998 8.1367 -5.5013 -0.76 -1.42 0.07 0.402
H -4.7160 7.4645 -5.6066 2.07 -0.73 -0.18 0.342
H -3.2087 6.4789 -6.3301 -0.83 1.18 1.11 0.351
C 6.9622 1.3296 4.2792 0.89 -0.77 0.19 -1.133
C 5.5449 1.0473 4.6800 -0.53 -0.08 -1.03 -0.067
O 4.6172 1.4163 3.4495 0.53 0.44 1.30 -0.314
C 3.9255 0.6077 2.7966 -0.98 -2.49 -1.58 0.921
O 4.1226 -0.6384 2.5186 0.50 1.04 0.97 -0.831
O 2.8122 0.9861 2.1968 0.28 0.95 0.14 -0.038
C 2.3977 2.4027 2.0898 0.12 -0.90 -1.17 -0.786
H 7.2047 2.3082 3.8740 -0.52 0.25 0.28 0.345
H 7.3407 0.6103 3.5544 -0.36 -0.16 -0.20 0.306
H 7.6307 1.1439 5.1358 -0.43 0.28 0.03 0.394
H 5.1098 1.6972 5.4388 0.22 -0.01 -0.15 0.279
H 5.3101 -0.0066 4.8994 0.29 0.45 -0.16 0.302
H 3.2507 2.9886 1.7352 -0.25 -0.09 0.15 0.372
H 2.0361 2.7168 3.0441 -0.23 0.28 0.50 0.315
H 1.6200 2.3065 1.3174 0.24 0.35 0.36 0.250
C 3.5955 -1.8815 -2.5043 -1.11 -0.63 -0.83 -0.897
C 4.7200 -1.6328 -1.5770 0.27 -1.32 -0.01 0.585
O 4.4867 -1.4185 -0.3715 -0.97 0.61 1.84 -0.929
N 5.9647 -1.9146 -1.9479 0.70 1.15 -1.83 -0.216
C 7.1722 -1.3075 -1.2990 -1.71 0.01 -0.52 -0.875
H 3.3550 -2.9820 -2.4394 0.21 1.02 -0.19 0.282
H 3.7728 -1.6095 -3.5445 0.48 -0.32 -0.02 0.566
H 2.6862 -1.3126 -2.2589 0.34 -0.07 0.64 0.035
H 6.0808 -1.9811 -2.9749 -0.19 -0.18 0.96 0.314
H 8.0331 -1.8619 -1.5828 0.61 -0.65 0.09 0.318
H 6.9673 -1.2911 -0.2434 0.37 0.07 0.36 0.291
H 7.2644 -0.3129 -1.7232 0.14 0.27 0.30 0.337
C -0.9876 -1.6462 0.7051 -0.30 0.20 -0.53 -0.353
C -0.3075 -1.4891 2.0554 0.23 0.01 -2.35 0.938
O 0.9650 -1.5110 2.1905 -0.16 -0.51 0.17 -0.728
N -1.0786 -1.3394 3.0764 -0.59 -0.49 0.17 0.065
C -0.6794 -1.5625 4.4260 0.98 0.37 0.39 -0.982
H -0.3136 -2.0574 -0.0697 -0.40 0.42 0.73 0.029
H -1.3025 -0.6658 0.3142 0.59 -0.01 0.18 0.406
H -1.9691 -2.1842 0.7227 1.12 0.01 0.45 -0.076
H -2.0642 -1.3639 2.9137 -0.60 -0.02 -0.33 0.026
H 0.4070 -1.6763 4.4098 -0.15 0.29 0.31 0.324
H -1.0720 -2.5294 4.7498 -0.38 0.49 0.46 0.323
H -0.9737 -0.6526 4.9558 0.05 -0.70 0.73 0.347
C 0.7724 -4.6270 0.5897 -0.55 -1.51 -1.30 -0.967
C 2.1477 -4.5080 1.1569 0.04 3.15 -0.28 0.885
O 2.7976 -3.3369 1.1385 -1.21 -3.15 -0.43 -0.531
N 2.7189 -5.5005 1.7417 1.54 0.25 0.63 -0.140
C 4.1428 -5.4274 2.1318 0.10 1.16 -1.03 -0.825
H -0.0109 -4.2533 1.2522 0.27 -0.03 0.15 0.212
H 0.6187 -5.7177 0.4100 -0.25 0.68 0.41 0.426
H 0.5543 -4.2054 -0.4294 0.85 0.17 1.02 0.130
H 2.3075 -6.4068 1.8297 -0.64 -0.30 -0.23 0.283
H 4.4068 -6.2058 2.7845 -0.03 -1.03 0.99 0.373
H 4.4335 -4.4526 2.5667 -0.46 -0.61 -0.31 0.225
H 4.6811 -5.6004 1.2004 0.35 0.22 0.11 0.350
F -2.5530 5.7311 3.5214 -0.22 -0.44 -0.59 -0.300
C -2.8416 4.8454 2.5349 0.04 -0.07 -0.29 0.243
C -3.6364 3.7295 2.8410 0.85 2.25 1.52 -0.543
C -3.8568 2.8162 1.8777 -0.42 -1.32 0.35 -0.225
C -3.2981 2.9689 0.6480 0.77 -0.15 -1.56 -0.420
C -2.5687 4.1061 0.2532 -1.11 -0.69 3.37 -0.251
C -2.3166 5.0714 1.2545 -0.38 0.25 -0.30 -0.544
H -3.9974 3.6333 3.8571 -0.09 -0.02 -0.05 0.456
H -4.3835 1.8929 2.1217 0.01 0.27 -0.12 0.298
H -3.3606 2.0642 0.0632 -0.04 0.25 -0.88 0.366
H -2.1900 4.1379 -0.7084 0.86 0.39 -1.64 0.505
H -1.7913 6.0233 1.0510 -0.22 -0.77 0.19 0.417
F -4.2907 -2.1378 -0.3760 0.09 0.33 0.25 -0.365
C -4.4689 -2.2834 0.9693 0.37 -1.79 -1.31 0.515
C -5.1945 -1.3517 1.6377 0.17 0.45 1.96 -0.680
C -5.3678 -1.5932 3.0155 0.57 -1.45 -0.62 -0.415
C -4.8693 -2.7947 3.5909 -0.79 2.34 -0.87 -0.764
C -4.2246 -3.7423 2.8484 0.58 -1.00 -0.94 -0.564
C -4.0023 -3.5018 1.4823 -0.60 0.72 0.21 -0.177
H -5.5182 -0.4437 1.1649 -0.29 0.09 -0.21 0.543
H -5.9623 -0.9615 3.6421 -0.09 0.50 0.10 0.450
H -5.0527 -2.8923 4.6183 -0.17 -0.55 1.26 0.525
H -3.9735 -4.6997 3.3201 0.09 0.40 -0.34 0.433
H -3.6064 -4.1923 0.7348 0.05 -0.01 0.57 0.549
F -1.4059 2.6447 -3.3523 -2.72 2.94 0.13 -0.212
C -2.2069 3.8031 -3.4144 2.91 -1.41 -0.08 0.599
C -3.5624 3.7797 -3.5890 -1.13 -1.25 -0.94 -0.308
C -4.1337 4.9102 -4.1007 0.95 2.64 0.50 -0.493
C -3.4372 6.4458 -4.1468 0.95 -3.62 0.77 0.262
C -1.9714 6.2504 -3.7652 -0.55 -1.78 -0.08 -0.609
C -1.4927 4.9903 -3.4271 2.25 1.67 -0.05 -0.255
H -4.0200 2.7817 -3.6093 -0.29 0.64 0.00 0.483
H -5.1298 4.8103 -4.4847 -0.49 0.28 -0.10 0.443
H -3.8749 6.9886 -3.2798 -0.18 -0.14 -0.41 0.339
H -1.2225 7.0500 -3.8438 -0.64 -0.08 0.15 0.452
H -0.4078 4.8531 -3.2533 -0.70 0.30 -0.09 0.404
F -1.1234 -2.6096 -1.9425 -0.09 -0.22 -0.29 -0.011
C -1.2733 -2.4196 -3.2932 -1.04 -0.45 1.32 0.642
C -2.5277 -2.6423 -3.8370 0.31 -0.02 0.65 -0.940
C -2.7426 -2.3494 -5.1451 0.66 0.42 -1.74 -0.408
C -1.6506 -1.9847 -5.9576 -0.17 0.24 1.24 -0.895
C -0.4208 -1.8202 -5.3501 2.09 0.58 -1.46 -0.262
C -0.2147 -1.9806 -3.9959 0.52 0.32 -0.17 -0.134
H -3.3274 -3.0231 -3.2538 -0.49 -0.12 0.73 0.507
H -3.7323 -2.3683 -5.5770 -0.07 -0.30 0.04 0.433
H -1.7755 -1.7164 -6.9773 -0.13 -0.09 -0.73 0.435
H 0.5264 -1.5408 -5.9085 -1.59 -0.19 0.26 0.287
H 0.7123 -1.6844 -3.5194 -0.06 -0.27 0.00 0.315
```
Forces are in eV/Å.

***

C8H8N2O3S in the gas phase, computed with wB97M-V/def2-TZVPD.

Frontier orbital gap (spin up / spin down): 6.628 / 6.530 eV
LUMO level (spin up / spin down): -1.245 / -1.283 eV

XYZ file:
```
22
Properties=species:S:1:pos:R:3:forces:R:3:mulliken_charge:R:1
C -2.3407 -1.5065 0.9780 0.04 -0.39 -0.75 -0.477
C -1.7325 -0.8314 2.0691 0.63 0.36 0.24 -0.525
C -1.6316 -1.7797 -0.1506 -0.86 -0.01 0.21 -0.647
C -0.4468 -0.4056 2.0155 -0.23 0.19 0.58 -0.649
C -0.2892 -1.3659 -0.2456 0.73 0.21 -0.12 0.266
C 0.3567 -0.6406 0.8556 0.41 0.00 0.34 0.801
C 1.6801 -1.4519 -1.5294 0.50 0.07 0.76 -0.104
C 1.5169 1.3610 -2.2104 0.55 -0.64 0.07 -0.970
N 0.4954 -1.5651 -1.2761 -0.40 -0.08 -0.29 -0.187
N 1.5850 -0.3255 0.6213 0.60 -0.01 -1.33 -0.166
O 3.6669 0.1704 -1.1998 -0.09 -0.07 0.08 -0.598
O 3.0250 -0.4002 -3.5032 -0.43 -0.26 0.00 -0.617
O 2.3667 0.4320 1.4567 -0.76 -0.36 0.32 -0.430
S 2.6314 -0.0846 -2.1625 -0.07 1.18 -0.22 1.237
H -3.3711 -1.8111 1.0688 -0.09 -0.09 -0.07 0.386
H -2.3180 -0.6750 2.9616 -0.01 0.11 0.12 0.382
H -2.0646 -2.3094 -0.9871 -0.05 -0.02 0.00 0.427
H 0.0265 0.1041 2.8415 -0.06 0.01 0.13 0.468
H 1.6124 1.8770 -1.2641 -0.01 0.01 0.16 0.308
H 1.8498 1.9792 -3.0362 0.10 0.04 -0.11 0.401
H 0.4989 1.0322 -2.3752 -0.16 -0.14 -0.05 0.305
H 3.2052 0.4847 0.9608 -0.33 -0.10 -0.06 0.390
```
Forces are in eV/Å.

***

It is found that the energy above the lowest of the compared OMol25 structures with the same formula, charge and spin values, taken in the order of the records, are 1.076; 4.577 eV.
It is found that the energy values, taken in the order of the records, are -71204.9655; -28378.4357 eV.